(1)
{
  "formula": "C46H95O30PS7",
  "method": "wB97M-V/def2-TZVPD",
  "elements": ["C", "C", "O", "P", "O", "O", "C", "C", "O", "C", "C", "H", "H", "H", "H", "H", "H", "H", "H", "H", "H", "H", "H", "H", "H", "H", "O", "S", "O", "C", "C", "C", "C", "H", "H", "H", "H", "H", "H", "H", "H", "O", "S", "O", "C", "C", "C", "C", "H", "H", "H", "H", "H", "H", "H", "H", "O", "S", "O", "C", "C", "C", "C", "H", "H", "H", "H", "H", "H", "H", "H", "O", "S", "O", "C", "C", "C", "C", "H", "H", "H", "H", "H", "H", "H", "H", "O", "S", "O", "C", "C", "C", "C", "H", "H", "H", "H", "H", "H", "H", "H", "O", "S", "O", "C", "C", "C", "C", "H", "H", "H", "H", "H", "H", "H", "H", "O", "S", "O", "C", "C", "C", "C", "H", "H", "H", "H", "H", "H", "H", "H", "C", "O", "C", "O", "O", "C", "H", "H", "H", "H", "H", "H", "C", "O", "C", "O", "O", "C", "H", "H", "H", "H", "H", "H", "C", "O", "C", "O", "O", "C", "H", "H", "H", "H", "H", "H", "C", "O", "C", "O", "O", "C", "H", "H", "H", "H", "H", "H"],
  "xyz": [[-10.12, -1.05, -31.54], [-9.00, -0.03, -31.40], [-7.70, -0.56, -31.21], [-6.82, -0.27, -29.88], [-7.08, 1.05, -29.25], [-5.32, -0.52, -30.42], [-4.42, 0.49, -30.97], [-5.10, 1.09, -32.18], [-7.20, -1.52, -28.86], [-8.40, -1.61, -28.05], [-8.19, -1.66, -26.53], [-11.08, -0.57, -31.33], [-10.08, -1.51, -32.53], [-10.06, -1.87, -30.82], [-8.88, 0.43, -32.39], [-9.21, 0.85, -30.78], [-4.12, 1.21, -30.20], [-3.46, 0.08, -31.25], [-4.39, 1.61, -32.82], [-5.44, 0.26, -32.81], [-5.86, 1.85, -31.99], [-9.09, -0.79, -28.20], [-8.98, -2.48, -28.37], [-9.06, -1.67, -25.87], [-7.62, -2.54, -26.24], [-7.62, -0.78, -26.25], [-2.26, 2.33, -31.48], [-1.51, 2.75, -32.63], [-1.66, 4.06, -33.21], [0.24, 2.42, -32.30], [0.70, 1.34, -33.23], [-0.50, 0.42, -33.53], [-1.67, 1.36, -33.91], [0.25, 2.31, -31.22], [0.77, 3.37, -32.40], [1.00, 1.76, -34.19], [1.56, 0.85, -32.77], [-0.83, -0.29, -32.77], [-0.24, -0.27, -34.34], [-2.68, 0.94, -33.95], [-1.53, 1.75, -34.92], [-9.50, 9.77, -37.36], [-8.43, 9.71, -36.40], [-7.20, 10.47, -36.62], [-9.00, 9.95, -34.61], [-9.26, 8.52, -34.07], [-8.12, 7.65, -34.55], [-8.07, 7.90, -36.08], [-9.84, 10.65, -34.62], [-8.20, 10.44, -34.06], [-9.33, 8.54, -32.98], [-10.20, 8.09, -34.44], [-8.33, 6.59, -34.37], [-7.26, 7.90, -33.93], [-8.92, 7.33, -36.45], [-7.22, 7.56, -36.67], [-7.56, 4.19, -31.63], [-6.34, 5.02, -31.50], [-5.66, 5.29, -32.76], [-6.73, 6.61, -30.75], [-5.60, 6.89, -29.69], [-5.33, 5.48, -29.00], [-5.19, 4.42, -30.14], [-7.63, 6.32, -30.21], [-6.86, 7.37, -31.52], [-4.66, 7.22, -30.13], [-5.72, 7.68, -28.96], [-6.17, 5.19, -28.37], [-4.47, 5.46, -28.33], [-5.43, 3.36, -30.03], [-4.21, 4.42, -30.61], [-10.97, -0.02, -35.71], [-11.35, 1.40, -35.77], [-12.44, 1.86, -36.63], [-11.50, 2.20, -34.11], [-10.13, 2.86, -33.77], [-9.03, 2.45, -34.76], [-9.78, 2.33, -36.15], [-12.05, 1.58, -33.41], [-12.24, 2.99, -34.21], [-10.28, 3.94, -33.76], [-9.77, 2.59, -32.78], [-8.45, 1.56, -34.49], [-8.28, 3.23, -34.89], [-9.45, 1.66, -36.94], [-10.07, 3.27, -36.61], [-12.67, 3.33, -28.64], [-11.65, 3.28, -29.74], [-11.54, 2.15, -30.70], [-11.68, 4.93, -30.58], [-10.30, 5.48, -30.38], [-9.78, 5.04, -28.99], [-9.99, 3.54, -28.96], [-12.47, 5.54, -30.15], [-11.96, 4.70, -31.61], [-9.67, 5.09, -31.17], [-10.30, 6.57, -30.46], [-10.45, 5.45, -28.23], [-8.77, 5.41, -28.84], [-9.94, 3.04, -27.99], [-9.33, 3.03, -29.65], [-5.59, 5.23, -38.81], [-5.99, 4.71, -37.52], [-7.28, 5.12, -36.97], [-5.88, 2.87, -37.52], [-4.78, 2.44, -36.50], [-4.70, 3.63, -35.43], [-4.65, 4.94, -36.26], [-5.57, 2.52, -38.50], [-6.89, 2.47, -37.40], [-5.06, 1.48, -36.07], [-3.84, 2.24, -37.02], [-3.81, 3.56, -34.80], [-5.50, 3.73, -34.69], [-3.70, 4.94, -36.80], [-4.71, 5.88, -35.72], [-0.26, 7.95, -28.15], [-1.42, 7.12, -28.32], [-2.87, 7.61, -28.25], [-1.20, 5.90, -29.74], [-0.19, 4.80, -29.22], [0.00, 4.95, -27.70], [-1.28, 5.72, -27.17], [-0.96, 6.49, -30.64], [-2.18, 5.46, -29.89], [-0.62, 3.82, -29.41], [0.71, 4.70, -29.82], [0.84, 5.57, -27.41], [0.24, 4.00, -27.22], [-1.36, 6.14, -26.17], [-2.19, 5.12, -27.27], [-9.81, 7.71, -26.94], [-9.87, 8.46, -28.22], [-8.91, 9.33, -28.46], [-7.97, 9.62, -27.72], [-9.22, 9.74, -29.67], [-8.34, 10.46, -30.42], [-9.05, 6.96, -27.18], [-10.73, 7.13, -26.86], [-9.50, 8.28, -26.07], [-8.71, 10.56, -31.44], [-7.43, 9.87, -30.43], [-8.16, 11.38, -29.87], [-3.36, 2.20, -27.70], [-3.34, 1.94, -26.28], [-3.77, 2.91, -25.45], [-4.10, 3.99, -25.76], [-3.93, 2.40, -24.20], [-4.29, 3.31, -23.11], [-3.76, 3.17, -28.00], [-3.85, 1.39, -28.23], [-2.34, 2.20, -28.09], [-3.55, 4.07, -22.85], [-4.37, 2.72, -22.20], [-5.27, 3.76, -23.20], [-6.92, 2.22, -26.25], [-7.16, 3.07, -25.13], [-7.84, 4.18, -25.22], [-8.20, 4.77, -26.19], [-8.06, 4.56, -23.96], [-8.56, 5.87, -23.74], [-6.22, 1.45, -25.95], [-6.37, 2.82, -26.97], [-7.88, 1.80, -26.57], [-9.39, 6.14, -24.40], [-7.69, 6.53, -23.80], [-9.04, 5.81, -22.76], [-3.40, 10.34, -30.16], [-3.87, 9.55, -31.25], [-3.01, 8.77, -31.94], [-1.76, 8.71, -31.72], [-3.68, 8.09, -32.90], [-2.96, 7.21, -33.80], [-3.11, 11.32, -30.54], [-2.67, 9.83, -29.54], [-4.23, 10.55, -29.48], [-3.58, 7.21, -34.69], [-2.91, 6.15, -33.58], [-1.94, 7.57, -33.97]],
  "energy_ev": -195800.116,
  "total_charge": 0,
  "homo_ev": -9.88,
  "smiles": "CCOP(=O)(OCC)OCC.O=S1(=O)CCCC1.O=S1(=O)CCCC1.O=S1(=O)CCCC1.O=S1(=O)CCCC1.O=S1(=O)CCCC1.O=S1(=O)CCCC1.O=S1(=O)CCCC1.COC(=O)OC.COC(=O)OC.COC(=O)OC.COC(=O)OC"
}

(2)
{
  "formula": "C46H96F21N9O18S7",
  "method": "wB97M-V/def2-TZVPD",
  "elements": ["C", "F", "F", "F", "S", "O", "O", "O", "C", "N", "C", "C", "C", "C", "O", "H", "H", "H", "H", "H", "H", "H", "H", "H", "H", "H", "H", "H", "H", "C", "N", "C", "C", "C", "C", "O", "H", "H", "H", "H", "H", "H", "H", "H", "H", "H", "H", "H", "H", "H", "C", "N", "C", "C", "C", "C", "O", "H", "H", "H", "H", "H", "H", "H", "H", "H", "H", "H", "H", "H", "H", "C", "C", "C", "N", "C", "C", "C", "C", "C", "H", "H", "H", "H", "H", "H", "H", "H", "H", "H", "H", "H", "H", "H", "H", "H", "H", "H", "C", "C", "C", "N", "C", "C", "C", "C", "C", "H", "H", "H", "H", "H", "H", "H", "H", "H", "H", "H", "H", "H", "H", "H", "H", "H", "H", "C", "C", "C", "N", "C", "C", "C", "C", "C", "H", "H", "H", "H", "H", "H", "H", "H", "H", "H", "H", "H", "H", "H", "H", "H", "H", "H", "C", "F", "F", "F", "S", "O", "O", "N", "S", "O", "O", "C", "F", "F", "F", "C", "F", "F", "F", "S", "O", "O", "N", "S", "O", "O", "C", "F", "F", "F", "C", "F", "F", "F", "S", "O", "O", "N", "S", "O", "O", "C", "F", "F", "F"],
  "xyz": [[0.52, 1.02, -0.63], [0.28, 1.44, -1.88], [1.79, 0.65, -0.65], [0.38, 1.97, 0.31], [-0.63, -0.39, -0.13], [-0.39, -1.44, -1.14], [-0.24, -0.80, 1.20], [-1.95, 0.19, -0.20], [1.36, 0.29, -4.40], [0.39, -0.55, -5.19], [0.80, -2.00, -5.29], [-0.91, -0.53, -4.39], [0.26, -0.04, -6.63], [-0.45, 1.30, -6.75], [0.43, 2.29, -6.20], [2.30, 0.44, -4.93], [1.45, -0.22, -3.44], [0.91, 1.23, -4.11], [-0.01, -2.59, -5.71], [0.90, -2.35, -4.26], [1.72, -2.00, -5.87], [-1.65, -1.04, -5.01], [-1.15, 0.51, -4.20], [-0.70, -1.06, -3.47], [-0.27, -0.84, -7.14], [1.27, 0.11, -6.99], [-1.42, 1.37, -6.24], [-0.68, 1.59, -7.78], [-0.08, 3.10, -6.28], [-6.16, 2.53, 2.35], [-5.07, 2.34, 1.32], [-5.33, 1.02, 0.64], [-5.13, 3.41, 0.28], [-3.71, 2.37, 1.96], [-3.35, 1.19, 2.85], [-4.12, 1.19, 4.02], [-6.25, 1.66, 3.01], [-7.11, 2.72, 1.86], [-5.85, 3.34, 3.01], [-6.27, 1.08, 0.10], [-5.29, 0.23, 1.38], [-4.57, 0.89, -0.13], [-4.33, 3.21, -0.43], [-5.02, 4.35, 0.82], [-6.06, 3.43, -0.29], [-3.66, 3.27, 2.57], [-3.01, 2.41, 1.13], [-2.30, 1.16, 3.13], [-3.54, 0.26, 2.30], [-4.40, 0.27, 4.21], [0.02, -4.59, -0.18], [1.51, -4.42, 0.10], [2.18, -3.85, -1.13], [1.80, -3.50, 1.25], [2.13, -5.77, 0.46], [1.79, -6.93, -0.46], [2.14, -6.67, -1.80], [-0.35, -3.58, -0.30], [-0.47, -5.13, 0.63], [-0.05, -5.03, -1.17], [3.25, -3.80, -0.92], [1.89, -2.80, -1.20], [1.97, -4.40, -2.03], [2.87, -3.38, 1.33], [1.35, -3.96, 2.13], [1.29, -2.53, 1.18], [1.76, -5.93, 1.47], [3.21, -5.61, 0.52], [0.70, -7.00, -0.35], [2.31, -7.83, -0.14], [1.88, -7.39, -2.38], [3.80, 8.35, -0.97], [3.98, 6.85, -0.67], [4.30, 6.07, -1.94], [4.44, 4.58, -1.71], [3.22, 4.08, -0.98], [4.63, 3.76, -2.96], [5.42, 2.49, -2.56], [6.07, 2.83, -1.23], [5.66, 4.25, -0.88], [3.09, 8.60, -1.75], [4.76, 8.74, -1.30], [3.47, 8.89, -0.09], [3.01, 6.54, -0.28], [4.77, 6.74, 0.08], [5.27, 6.42, -2.30], [3.52, 6.25, -2.67], [3.17, 3.00, -0.81], [2.29, 4.43, -1.42], [3.17, 4.44, 0.04], [3.69, 3.57, -3.47], [5.21, 4.41, -3.63], [4.66, 1.72, -2.46], [6.09, 2.15, -3.35], [5.77, 2.15, -0.43], [7.15, 2.66, -1.21], [5.46, 4.49, 0.16], [6.41, 5.01, -1.10], [-4.29, -7.73, -2.09], [-4.79, -6.52, -2.87], [-3.90, -5.28, -2.69], [-4.49, -3.97, -3.19], [-4.94, -4.04, -4.62], [-3.44, -2.88, -3.03], [-3.51, -2.49, -1.58], [-4.97, -2.64, -1.16], [-5.61, -3.43, -2.32], [-3.84, -7.39, -1.16], [-3.50, -8.25, -2.64], [-5.09, -8.42, -1.83], [-5.73, -6.24, -2.39], [-5.03, -6.66, -3.92], [-3.00, -5.45, -3.29], [-3.65, -5.04, -1.66], [-5.26, -3.04, -4.91], [-5.79, -4.71, -4.72], [-4.08, -4.27, -5.25], [-3.80, -2.05, -3.63], [-2.44, -3.19, -3.34], [-3.09, -1.50, -1.38], [-2.77, -3.01, -0.96], [-5.52, -1.71, -1.05], [-5.16, -3.09, -0.19], [-6.29, -2.83, -2.93], [-6.28, -4.24, -2.01], [4.79, -1.07, 3.52], [3.92, 0.16, 3.44], [3.35, 0.48, 4.85], [2.17, 1.42, 4.83], [2.49, 2.64, 3.94], [1.93, 1.90, 6.23], [0.47, 2.31, 6.22], [-0.14, 1.06, 5.56], [0.85, 0.74, 4.44], [5.68, -0.98, 4.15], [5.20, -1.40, 2.56], [4.27, -1.91, 4.00], [3.10, 0.15, 2.71], [4.48, 1.07, 3.19], [4.11, 0.98, 5.45], [3.09, -0.47, 5.33], [2.45, 2.32, 2.91], [3.48, 2.98, 4.25], [1.71, 3.43, 4.01], [2.62, 2.70, 6.50], [2.16, 1.08, 6.90], [0.25, 3.22, 5.68], [0.03, 2.52, 7.20], [-1.13, 1.35, 5.20], [-0.33, 0.24, 6.25], [0.57, 1.16, 3.49], [1.07, -0.31, 4.27], [-2.15, 8.58, 0.75], [-2.69, 8.91, -0.43], [-1.87, 9.71, 1.40], [-3.07, 7.91, 1.41], [-0.55, 7.59, 0.45], [-0.78, 6.94, -0.80], [0.52, 8.55, 0.48], [-0.55, 6.62, 1.87], [-0.51, 5.15, 1.34], [-1.73, 4.82, 0.63], [0.76, 4.77, 0.75], [-0.68, 4.11, 2.91], [0.32, 4.45, 3.75], [-1.84, 4.42, 3.49], [-0.71, 2.85, 2.56], [-2.77, -3.04, 2.59], [-3.65, -3.89, 2.07], [-1.56, -3.64, 2.58], [-2.76, -2.01, 1.74], [-3.22, -2.39, 4.33], [-3.32, -3.49, 5.23], [-2.14, -1.48, 4.61], [-4.64, -1.55, 4.06], [-5.81, -2.45, 4.60], [-5.89, -3.78, 4.04], [-5.99, -2.36, 6.01], [-7.23, -1.44, 3.88], [-8.33, -2.18, 3.95], [-7.42, -0.32, 4.55], [-7.02, -1.21, 2.56], [4.55, -0.73, -2.13], [4.84, 0.18, -3.05], [4.23, -0.12, -0.97], [3.50, -1.47, -2.45], [6.00, -1.89, -1.82], [5.94, -2.85, -2.90], [7.17, -1.07, -1.83], [5.69, -2.47, -0.27], [6.30, -3.91, -0.23], [5.56, -4.91, -0.99], [7.73, -3.90, -0.35], [6.01, -4.44, 1.57], [6.68, -5.56, 1.80], [6.59, -3.51, 2.34], [4.71, -4.57, 1.86]],
  "energy_ev": -232417.291,
  "total_charge": 2,
  "homo_ev": -12.30
}